{"formula": "C28H26CoN3O8S3", "method": "ωB97M-V/def2-TZVPD", "homo_lumo_gap_ev": [7.06, 7.25], "multiplicity": 2, "e_tot_ev": -120442.902, "total_charge": -1, "lumo_ev": [1.991, 1.991], "max_force_ev_per_a": 1.60, "s_squared": 0.760, "de_lowest_kcal_mol": 33.61, "homo_energy_ev": [-5.066, -5.259], "symbols": ["Co", "O", "C", "N", "C", "O", "C", "C", "C", "C", "C", "N", "C", "C", "C", "C", "C", "N", "H", "H", "H", "H", "H", "H", "H", "H", "O", "S", "C", "C", "C", "C", "S", "O", "C", "C", "C", "C", "C", "C", "C", "C", "C", "C", "C", "C", "H", "H", "H", "H", "H", "H", "H", "H", "H", "H", "H", "H", "H", "H", "H", "H", "H", "H", "O", "S", "O", "O", "O"], "coordinates": [[-1.10718, 0.50764, 1.48482], [-1.49173, 3.76039, 3.93194], [-1.13023, 2.95230, 3.10092], [-0.93815, 1.60919, 3.22982], [-0.71138, 0.97590, 4.40238], [-0.44709, 1.43784, 5.49986], [-0.70410, -0.51210, 4.17564], [-0.92859, -1.40537, 5.20873], [-0.92226, -2.76009, 4.93203], [-0.70040, -3.16933, 3.62364], [-0.50288, -2.20678, 2.65272], [-0.48088, -0.90135, 2.92368], [-0.81303, 3.38886, 1.68788], [-1.13247, 4.65787, 1.24134], [-0.87575, 4.98268, -0.07996], [-0.26566, 4.03497, -0.88882], [0.05697, 2.80472, -0.33915], [-0.22353, 2.47276, 0.91807], [-1.09784, -1.01657, 6.20302], [-1.09517, -3.48646, 5.71598], [-0.67501, -4.21825, 3.36041], [-0.36509, -2.47766, 1.61260], [-1.58825, 5.35190, 1.93414], [-1.14517, 5.95350, -0.47752], [-0.06153, 4.22763, -1.93394], [0.56334, 2.04646, -0.92489], [1.99860, -0.05164, 0.24371], [3.32692, -0.05366, -0.39865], [3.11923, -0.52500, -2.15928], [1.92656, -1.44522, -2.42056], [0.65537, -0.67842, -2.81684], [-0.62781, -1.50946, -2.74613], [-2.00620, -0.90276, -1.55178], [-1.13300, -0.24292, -0.51793], [-2.52113, 0.38310, -2.71752], [-2.95832, 0.06685, -3.99677], [-3.37230, 1.07580, -4.85568], [-3.36126, 2.39750, -4.43334], [-2.95705, 2.70355, -3.14010], [-2.54121, 1.69720, -2.28097], [4.10060, -1.61179, 0.11327], [3.46317, -2.32341, 1.11364], [4.00748, -3.51750, 1.56899], [5.19400, -3.98839, 1.02650], [5.84929, -3.24966, 0.04788], [5.31249, -2.05434, -0.40357], [4.06874, -0.98245, -2.43390], [3.01923, 0.41424, -2.70861], [1.72488, -2.04655, -1.52873], [2.19975, -2.13388, -3.22345], [0.79317, -0.28034, -3.82528], [0.54429, 0.16851, -2.13312], [-0.42503, -2.52024, -2.38049], [-1.10033, -1.58663, -3.72221], [-2.99484, -0.96607, -4.32301], [-3.70596, 0.82865, -5.85629], [-3.68011, 3.18345, -5.10785], [-2.97452, 3.72753, -2.78635], [-2.28904, 1.90963, -1.25068], [2.54492, -1.92142, 1.52540], [3.50196, -4.06544, 2.35404], [5.61737, -4.92383, 1.36916], [6.78582, -3.60598, -0.36288], [5.84615, -1.47132, -1.14612], [-4.97360, 0.42290, 1.54832], [-3.67710, 0.21797, 0.95010], [-3.83659, -0.23989, -0.46895], [-2.84780, -0.78519, 1.67719], [-2.83371, 1.47588, 0.96350]], "forces_ev_per_a": [[-0.63, 0.78, 1.22], [0.07, 0.01, -0.01], [0.10, -0.03, 0.09], [-0.44, -0.67, -0.76], [0.12, 0.28, -0.11], [-0.17, -0.06, 0.08], [0.09, 0.07, 0.06], [0.08, -0.11, 0.14], [0.01, 0.09, -0.09], [0.07, -0.04, 0.09], [0.20, -0.05, -0.10], [0.13, -0.46, -0.66], [-0.02, -0.09, 0.02], [-0.02, 0.19, 0.00], [0.06, -0.09, 0.03], [0.02, 0.03, 0.03], [0.21, -0.02, -0.03], [0.02, 0.15, -0.55], [0.01, 0.04, -0.03], [-0.01, 0.00, 0.00], [-0.08, 0.02, -0.04], [0.00, 0.03, 0.01], [-0.04, -0.06, 0.00], [-0.01, 0.00, 0.03], [0.04, 0.02, 0.02], [-0.12, -0.07, 0.01], [-0.34, 0.13, 0.08], [0.40, -0.33, -0.27], [-0.10, 0.08, 0.02], [-0.15, 0.03, 0.08], [-0.07, 0.14, 0.36], [-0.19, -0.03, 0.45], [1.07, -0.37, -1.14], [0.56, 0.18, 0.31], [-0.14, 0.15, 0.18], [0.00, -0.11, 0.05], [0.02, 0.00, 0.00], [0.02, 0.04, 0.02], [0.07, -0.04, -0.06], [-0.01, -0.02, 0.13], [0.02, 0.05, 0.05], [-0.17, 0.07, 0.04], [0.06, 0.03, -0.03], [-0.05, 0.02, 0.02], [0.03, 0.00, -0.02], [0.01, 0.04, 0.00], [0.03, 0.05, -0.09], [0.01, 0.00, 0.02], [0.01, 0.03, -0.01], [-0.02, -0.10, 0.04], [-0.05, 0.09, 0.01], [0.03, -0.01, -0.01], [0.03, 0.01, -0.03], [-0.03, -0.19, 0.02], [-0.03, 0.03, -0.03], [-0.01, -0.02, 0.02], [-0.02, -0.01, 0.03], [-0.01, -0.01, -0.01], [0.01, -0.01, 0.05], [-0.04, -0.04, -0.02], [0.01, -0.03, -0.03], [0.00, 0.01, 0.02], [-0.01, 0.01, 0.01], [-0.03, -0.02, -0.02], [0.08, 0.20, 0.11], [-1.14, -0.50, -0.27], [-0.13, 0.46, 0.44], [0.10, -0.04, 0.16], [0.48, 0.09, -0.15]], "lowdin_charge": [0.59, 0.09, -0.42, 0.09, -0.43, 0.07, -0.17, 0.01, -0.06, -0.06, -0.12, 0.06, -0.19, 0.01, -0.06, -0.07, -0.12, 0.09, 0.12, 0.10, 0.10, 0.12, 0.12, 0.10, 0.10, 0.09, -0.51, 0.96, -0.33, -0.23, -0.24, -0.28, 1.04, -0.54, -0.34, -0.09, -0.10, -0.10, -0.07, -0.06, -0.37, -0.07, -0.07, -0.09, -0.09, -0.10, 0.07, 0.09, 0.11, 0.11, 0.11, 0.08, 0.07, 0.05, 0.10, 0.10, 0.09, 0.10, 0.08, 0.10, 0.11, 0.10, 0.10, 0.11, -0.32, 0.33, -0.46, -0.37, -0.38]}

{"formula": "C28H26F3NO5PPd", "method": "ωB97M-V/def2-TZVPD", "homo_lumo_gap_ev": [7.20, 6.77], "multiplicity": 5, "e_tot_ev": -62096.590, "total_charge": 1, "lumo_ev": [-3.022, -5.500], "max_force_ev_per_a": 0.65, "s_squared": 6.059, "de_lowest_kcal_mol": 7.86, "homo_energy_ev": [-10.227, -12.271], "symbols": ["Pd", "O", "C", "C", "N", "C", "C", "O", "O", "C", "C", "O", "O", "H", "H", "H", "H", "H", "H", "H", "H", "H", "F", "C", "F", "F", "C", "C", "C", "C", "C", "C", "C", "C", "H", "H", "H", "H", "C", "P", "C", "C", "C", "C", "C", "C", "C", "C", "C", "C", "C", "C", "H", "H", "H", "H", "H", "H", "H", "H", "H", "H", "H", "H", "H"], "coordinates": [[-0.29735, -0.55082, -0.27794], [-1.75218, 0.83979, -1.60968], [-2.88113, 0.01081, -1.90052], [-2.55056, -1.23078, -2.71152], [-1.55020, -2.11025, -2.09850], [-0.57896, -2.61641, -2.92022], [0.92515, -1.46923, -3.05458], [1.64367, -1.99068, -3.83954], [0.76889, -0.49327, -2.34587], [-1.94231, -2.96663, -0.96072], [-0.75238, -3.40583, -0.08207], [-0.81371, -4.49655, 0.44422], [0.20602, -2.54788, 0.11856], [-1.33269, 1.12758, -2.42972], [-3.29036, -0.26759, -0.92822], [-3.64756, 0.58304, -2.42810], [-3.47888, -1.78734, -2.88460], [-2.16586, -0.94224, -3.69113], [-0.08198, -3.50980, -2.55877], [-0.79216, -2.60778, -3.98532], [-2.64766, -2.40653, -0.34105], [-2.45727, -3.85341, -1.33268], [4.93425, 3.81949, -4.77923], [4.60837, 2.51833, -4.79299], [5.72017, 1.81739, -5.03908], [3.76807, 2.32979, -5.82872], [3.94485, 2.10349, -3.50174], [4.27335, 0.90247, -2.89081], [3.60371, 0.52089, -1.74199], [2.60509, 1.34393, -1.21628], [2.29253, 2.56154, -1.82864], [2.96681, 2.93873, -2.97251], [1.89204, 0.93219, -0.05512], [1.28362, 0.57284, 0.94725], [5.04329, 0.27038, -3.30966], [3.83614, -0.41512, -1.25251], [1.53328, 3.20030, -1.39803], [2.74371, 3.88119, -3.45395], [-2.31579, -2.00972, 2.43669], [-1.32230, -0.59344, 1.90853], [0.21031, -0.63896, 2.82285], [1.13029, 0.48786, 2.44379], [2.47161, 0.40820, 3.10709], [2.81306, -0.62865, 3.90828], [1.90980, -1.67998, 4.18521], [0.60953, -1.65283, 3.62949], [-2.20081, 0.86170, 2.53259], [-1.91980, 1.36840, 3.80069], [-2.62066, 2.46071, 4.28936], [-3.61010, 3.05280, 3.51826], [-3.90000, 2.55201, 2.25646], [-3.19406, 1.46654, 1.76484], [-2.44133, -1.95604, 3.52009], [-1.85732, -2.96011, 2.16583], [-3.30725, -1.93805, 1.98798], [0.65728, 1.44676, 2.71250], [3.16558, 1.21479, 2.91151], [3.79862, -0.65309, 4.35371], [2.20640, -2.50393, 4.81630], [-0.06087, -2.47596, 3.84258], [-1.15907, 0.90267, 4.41669], [-2.39663, 2.84574, 5.27492], [-4.15485, 3.90585, 3.89937], [-4.67192, 3.01195, 1.65435], [-3.41955, 1.09878, 0.77198]], "forces_ev_per_a": [[-0.08, 0.32, 0.09], [-0.13, -0.04, 0.00], [-0.04, 0.03, 0.04], [0.02, -0.09, -0.01], [0.02, -0.21, -0.05], [-0.26, -0.07, 0.04], [0.44, 0.12, -0.09], [-0.04, 0.00, 0.07], [-0.21, -0.07, -0.11], [-0.06, 0.26, -0.24], [0.25, 0.06, 0.60], [-0.13, 0.00, -0.21], [-0.11, -0.24, -0.25], [0.03, 0.00, -0.05], [-0.01, 0.00, -0.01], [0.01, -0.02, -0.01], [0.00, 0.01, 0.02], [-0.01, 0.05, 0.02], [0.00, 0.02, 0.01], [0.04, 0.07, 0.00], [0.06, -0.06, 0.05], [0.04, -0.06, 0.06], [0.00, -0.05, 0.00], [-0.01, -0.03, -0.02], [-0.04, 0.03, 0.01], [0.07, 0.01, 0.04], [-0.01, 0.05, -0.04], [0.00, -0.01, 0.03], [0.02, 0.00, -0.03], [-0.08, -0.05, 0.12], [0.05, 0.02, -0.04], [-0.02, 0.01, 0.04], [0.03, 0.03, -0.03], [0.14, -0.07, 0.14], [-0.01, 0.00, -0.01], [0.00, -0.01, -0.01], [-0.02, 0.00, -0.01], [-0.01, -0.01, -0.01], [-0.10, -0.01, 0.11], [0.08, 0.06, -0.16], [-0.04, -0.05, 0.00], [-0.03, 0.08, -0.10], [0.06, -0.03, 0.00], [-0.04, -0.03, 0.02], [-0.08, 0.06, -0.06], [0.11, -0.05, 0.07], [-0.06, 0.08, 0.02], [0.00, -0.04, 0.07], [0.00, -0.01, -0.01], [-0.01, -0.01, -0.02], [0.00, 0.03, 0.04], [0.03, -0.01, -0.06], [0.01, -0.02, -0.01], [0.04, 0.01, -0.03], [0.01, 0.00, -0.02], [0.01, -0.02, 0.05], [0.01, 0.00, -0.02], [0.01, 0.02, 0.00], [0.01, -0.01, 0.00], [-0.01, 0.00, -0.01], [0.01, -0.01, -0.01], [0.01, 0.00, 0.00], [-0.01, 0.00, 0.01], [0.00, 0.00, -0.01], [0.04, -0.02, -0.03]], "lowdin_charge": [0.92, -0.12, -0.22, -0.12, -0.16, 0.01, -0.52, 0.18, 0.01, -0.07, -0.67, 0.08, -0.14, 0.10, 0.09, 0.14, 0.15, 0.14, 0.14, 0.13, 0.10, 0.14, 0.15, -0.59, 0.15, 0.15, -0.09, 0.02, 0.01, -0.24, 0.00, 0.01, 0.05, -0.05, 0.13, 0.14, 0.13, 0.13, -0.20, 0.98, -0.35, -0.30, -0.01, -0.07, -0.02, -0.06, -0.35, -0.08, -0.06, -0.06, -0.06, -0.09, 0.07, 0.05, 0.06, 0.15, 0.12, 0.11, 0.11, 0.11, 0.11, 0.11, 0.11, 0.11, 0.08]}

{"formula": "C28H26FN3O4", "method": "ωB97M-V/def2-TZVPD", "homo_lumo_gap_ev": 7.67, "e_tot_ev": -44814.976, "lumo_ev": -0.620, "max_force_ev_per_a": 18.94, "de_lowest_kcal_mol": 535.98, "homo_energy_ev": -8.290, "symbols": ["O", "C", "N", "H", "C", "H", "H", "C", "C", "H", "C", "H", "C", "H", "H", "O", "H", "H", "H", "C", "C", "C", "C", "C", "C", "C", "H", "H", "N", "C", "O", "N", "C", "C", "C", "C", "C", "C", "C", "O", "H", "H", "H", "H", "C", "C", "C", "C", "C", "C", "C", "H", "H", "F", "H", "H", "H", "H", "H", "H", "H", "H"], "coordinates": [[-5.95981, -1.42145, -1.85280], [-5.17707, -1.19400, -0.96565], [-5.21196, 0.07064, -0.31410], [-4.74889, 0.07171, 0.51043], [-6.23570, 0.88755, -0.76894], [-6.70734, 0.79817, -1.56844], [-5.78587, 1.87331, -0.43425], [-7.45035, 1.17464, 0.26149], [-8.46326, 0.00150, 0.16304], [-9.25848, 0.20526, -0.31595], [-8.77566, -0.17851, 1.73031], [-9.08680, -1.32646, 1.74910], [-7.37626, -0.19422, 2.27532], [-7.47768, 0.32126, 3.48404], [-6.68337, -0.84961, 2.15243], [-7.00436, 1.11212, 1.84656], [-9.48408, 0.08898, 2.14977], [-7.96105, -0.91245, -0.16440], [-7.83475, 2.22197, 0.16941], [-4.35171, -2.13401, -0.26579], [-2.99496, -1.58346, -0.48988], [-2.46667, -1.02051, 0.92046], [-1.10291, -0.41326, 0.78645], [-0.50625, -0.33568, -0.30806], [-1.03306, -0.66494, -1.89631], [-2.19103, -1.41018, -1.61696], [-2.72716, -1.96876, -2.51881], [-0.47532, -0.56043, -2.62551], [0.76281, 0.21178, -0.41328], [1.93042, -0.56874, -0.89579], [1.75699, -1.58296, -1.31712], [3.09666, 0.06241, -1.17014], [3.36401, 1.44180, -0.65130], [4.57047, 1.87680, -0.75385], [4.71860, 3.25615, -0.35223], [3.71446, 4.28034, 0.12501], [2.45415, 3.50254, -0.01785], [2.24651, 2.18453, 0.04569], [0.89066, 1.62625, -0.12139], [-0.19504, 2.30906, 0.32033], [1.64023, 3.96491, 0.65279], [3.67364, 5.17982, 0.61634], [5.63585, 3.72536, -0.37877], [5.40373, 1.30499, -1.03268], [4.12784, -0.66814, -1.59032], [5.41475, -1.07638, -0.46367], [4.94852, -1.34496, 0.90520], [5.93402, -1.65288, 1.88153], [7.16551, -1.46576, 1.38703], [7.42669, -1.28454, 0.23914], [6.63425, -1.02636, -0.82524], [6.94633, -0.86753, -1.84940], [8.79488, -1.34187, -0.15133], [8.12515, -1.90163, 2.53999], [5.62658, -1.74759, 2.98261], [3.86088, -1.10891, 1.33120], [3.75977, -1.73572, -1.91418], [4.61522, -0.24190, -2.33105], [-0.60542, -0.07487, 1.65912], [-2.70614, -1.23888, 2.00680], [-4.29437, -3.15139, -1.08734], [-4.57166, -2.44609, 0.72623]], "forces_ev_per_a": [[0.17, -0.51, -1.21], [-3.28, 2.89, 2.12], [-1.18, -5.15, -5.12], [1.37, 1.14, 3.04], [2.73, 6.87, 11.78], [-2.74, -1.10, -7.65], [-0.25, -0.03, -2.33], [0.55, -1.89, 1.66], [5.32, 0.34, 6.28], [-5.67, 1.41, -3.83], [11.51, -11.98, -9.09], [0.35, 1.47, -0.07], [-6.10, 9.74, 5.85], [0.46, -2.97, -2.63], [3.83, -4.72, -0.96], [1.01, 0.79, -4.87], [-11.36, 6.52, 7.16], [-0.17, 0.27, -0.17], [0.24, -1.11, -0.11], [2.79, -5.03, -5.58], [3.30, 2.60, 8.73], [2.65, -0.69, -4.42], [-6.44, -2.20, 5.42], [2.41, 0.14, -11.97], [-6.85, -2.43, 15.43], [-1.30, -0.80, -4.88], [1.16, 1.21, 1.45], [5.09, 0.88, -7.07], [4.12, 4.02, 0.92], [-1.77, 8.57, 1.83], [-2.31, -10.47, -2.72], [-1.48, 5.90, 3.92], [-6.19, -4.52, 0.93], [2.30, 5.22, 0.93], [-1.68, 3.45, 1.46], [-0.91, -10.10, -4.19], [-0.64, 5.38, 6.38], [2.20, -3.24, -5.74], [-5.59, 1.02, 4.17], [5.75, -3.50, -2.88], [0.36, 0.03, -1.97], [0.76, 2.10, 0.48], [2.54, 0.15, -0.13], [0.88, -0.32, -0.51], [2.92, -7.51, 2.76], [-10.79, 1.09, 1.14], [-0.13, 0.62, 0.99], [-5.38, 1.53, 0.65], [0.73, -4.46, 14.74], [12.40, 1.61, -12.25], [2.51, -0.10, -1.89], [0.27, 0.08, 0.18], [-4.23, 0.15, 1.70], [-1.15, 1.40, -3.20], [0.89, -0.10, -1.93], [2.31, -0.89, -1.61], [0.67, 2.32, 0.41], [2.36, 2.02, -3.77], [0.39, 0.20, 0.78], [-0.71, 0.13, -1.80], [-0.77, 2.46, 2.67], [-0.25, 0.07, 0.62]], "lowdin_charge": [0.08, -0.51, 0.10, 0.08, -0.13, 0.04, 0.15, -0.12, -0.07, 0.04, -0.11, 0.15, -0.20, 0.21, 0.03, -0.19, -0.03, 0.12, 0.15, -0.11, -0.20, 0.09, -0.07, -0.21, 0.18, -0.08, 0.15, 0.01, 0.09, -0.49, 0.19, 0.02, -0.09, -0.03, 0.01, 0.05, -0.05, -0.08, -0.20, -0.03, 0.14, 0.06, 0.06, 0.09, -0.10, -0.15, 0.02, -0.01, -0.26, -0.10, -0.10, 0.14, 0.25, -0.10, 0.16, 0.16, 0.18, 0.07, 0.12, 0.12, 0.21, 0.11]}